Entry 1:
Below is a molecular structure, C3H6N2O, with properties calculated with wB97M-V/def2-TZVPD.

Atoms and positions in Å:
O 0.684 -1.295 -1.030
N -0.172 0.123 0.578
N 1.965 0.429 -0.253
C 0.833 -0.334 -0.307
C -1.515 -0.474 0.494
C -1.679 0.802 -0.242
H 2.161 0.982 0.566
H -1.441 -1.418 -0.046
H 2.757 0.068 -0.762
H -0.218 1.120 0.811
H -1.967 -0.585 1.481
H -1.408 0.584 -1.290

For the total energy, the calculation gives -8232.7656 eV. As for the gap between HOMO and LUMO: 9.22 eV. The LUMO energy comes out at 0.671 eV.

Mulliken atomic charge list, values in e, 4 entries: atom 1 (O): -0.5629, atom 2 (N): -0.2883, atom 3 (N): -0.3932, atom 4 (C): 0.5348


Entry 2:
Below is a single C3H6N2O molecule, with properties calculated with wB97M-V/def2-TZVPD.

Atoms and positions in Å:
O -1.091 0.870 -1.146
N 0.418 -0.692 -1.846
N -0.031 -0.511 0.406
C -0.308 -0.025 -0.908
C -0.567 0.258 1.530
C 0.851 0.677 1.390
H 0.817 -1.591 -1.625
H 0.181 -0.500 -2.807
H -1.348 0.936 1.194
H 0.884 1.553 0.724
H -0.852 -0.382 2.364
H 1.046 -0.593 0.725

For the total energy, the calculation gives -8232.5346 eV. As for the gap between HOMO and LUMO: 9.64 eV. The LUMO energy comes out at 0.791 eV.

Mulliken atomic charge list, values in e, 4 entries: atom 1 (O): -0.5651, atom 2 (N): -0.3714, atom 3 (N): -0.2238, atom 4 (C): 0.4877